Computed, not measured: an isolated ion of composition C8H18N3O and charge +1 in a non-equilibrium geometry, with the ωB97M-V functional and the def2-TZVPD basis.

Positions of all 30 atoms, in Å:
1 O -1.65 0.86 -1.25
2 N -2.58 0.53 1.05
3 N 0.28 2.28 1.22
4 N -1.29 0.10 0.76
5 C 0.54 -0.30 -0.83
6 C 1.83 0.07 -0.07
7 C 0.31 -1.84 -0.71
8 C 2.57 1.34 -0.55
9 C -0.64 0.06 2.00
10 C -0.70 0.45 -0.39
11 C -0.94 -2.14 -1.64
12 C 0.10 1.41 2.07
13 H -0.01 2.17 0.25
14 H -1.49 -1.30 -1.96
15 H 2.47 1.51 -1.59
16 H -3.04 0.45 0.18
17 H -1.64 -2.76 -1.20
18 H -0.11 -0.88 2.02
19 H -0.76 -2.64 -2.59
20 H 3.61 1.20 -0.04
21 H 0.55 -0.24 -1.99
22 H 0.05 -2.20 0.25
23 H 0.63 1.50 3.06
24 H 2.35 -0.81 -0.26
25 H -3.08 0.14 1.82
26 H -1.24 0.10 2.84
27 H 1.03 -2.38 -1.30
28 H -1.17 1.01 -2.06
29 H 1.89 -0.01 1.01
30 H 2.10 2.32 -0.09

Computed properties:
SMILES = [H]/N=C\C/[N+](N)=C(/O)C(CC)CC
Relative energy (zero: lowest compared OMol25 entry of this formula, charge and spin) = 239.71 kJ/mol
Frontier orbital gap (alpha / beta) = 0.354 / 0.354 Eh
HOMO level (alpha / beta) = -0.50480 / -0.50482 Eh
Net charge = +1

=====

Computed, not measured: a 2-piece molecular cluster, C5H12NS2 overall in a non-equilibrium geometry, with the ωB97M-V functional and the def2-TZVPD basis.

Positions of all 20 atoms, in Å:
1 S 0.46 -2.04 0.15
2 S 2.76 -0.08 -0.29
3 N 0.32 0.34 1.63
4 C 0.08 -0.36 0.38
5 C 1.08 -0.57 -0.72
6 C 0.66 -0.54 -2.15
7 C -0.63 -0.07 2.76
8 C -2.09 0.92 -1.22
9 H -1.66 -0.01 2.45
10 H -0.53 0.55 3.63
11 H -2.85 0.19 -0.94
12 H 1.38 0.37 1.76
13 H -0.30 -0.95 3.08
14 H -1.57 0.66 -2.18
15 H 3.36 -0.54 -1.51
16 H -2.03 2.07 -0.89
17 H -0.31 -0.94 -2.16
18 H 0.03 1.35 1.50
19 H 0.43 0.53 -2.48
20 H 1.44 -0.87 -2.79

Computed properties:
Relative energy (zero: lowest compared OMol25 entry of this formula, charge and spin) = 151.27 kJ/mol
Frontier orbital gap (alpha / beta) = 0.308 / 0.290 Eh
Multiplicity = 3
HOMO level (alpha / beta) = -0.43082 / -0.49559 Eh
Net charge = +1

=====

Computed, not measured: C9H24Cl2O10P3Sn as an isolated structure, with the ωB97M-V functional and the def2-TZVPD basis.

Positions of all 49 atoms, in Å:
1 Sn -1.16 2.34 0.34
2 Cl -3.53 1.97 -1.26
3 Cl -3.34 -0.86 -0.52
4 P -1.76 1.78 3.09
5 P -3.03 4.55 2.19
6 P 2.87 -1.52 -1.64
7 O 1.34 -1.40 -1.33
8 O -3.03 6.07 2.50
9 O -4.51 4.14 1.94
10 O -2.65 1.42 1.94
11 O -2.06 4.16 1.12
12 O -3.81 3.20 4.41
13 O 3.21 -2.16 -3.01
14 O -0.42 2.26 2.68
15 O 3.50 -2.40 -0.54
16 O -1.80 0.95 4.39
17 C 0.46 -2.61 -1.24
18 C -4.38 0.55 -0.53
19 C 4.80 -4.34 0.10
20 C 4.88 -3.00 -0.57
21 C -1.67 4.20 4.71
22 C 3.42 -2.62 -5.37
23 C -0.05 -3.01 -2.60
24 C -2.72 3.66 3.79
25 C 2.99 -1.58 -4.37
26 H 3.59 -0.68 -4.43
27 H -4.63 0.82 0.49
28 H -4.60 3.17 3.84
29 H 2.84 -3.54 -5.26
30 H 1.93 -1.34 -4.44
31 H -0.33 -2.29 -0.57
32 H -0.76 -3.82 -2.48
33 H 5.80 -4.77 0.12
34 H 4.44 -4.26 1.12
35 H 5.18 -3.06 -1.61
36 H 5.50 -2.30 -0.03
37 H -0.73 4.37 4.20
38 H -0.56 -2.18 -3.09
39 H 3.25 -2.23 -6.37
40 H 4.48 -2.85 -5.27
41 H -1.52 3.54 5.56
42 H 4.16 -5.03 -0.46
43 H -5.14 4.77 1.54
44 H -5.25 0.38 -1.15
45 H 1.04 -3.40 -0.75
46 H -2.05 5.15 5.10
47 H -2.61 0.53 4.71
48 H -2.32 6.66 2.20
49 H 0.75 -3.38 -3.24

Computed properties:
Relative energy (zero: lowest compared OMol25 entry of this formula, charge and spin) = 0.00 kJ/mol
Frontier orbital gap (alpha / beta) = 0.190 / 0.333 Eh
HOMO level (alpha / beta) = -0.64351 / -0.69220 Eh
Net charge = +3

=====

Computed, not measured: a 6-piece molecular cluster, C52H65IN9O12S overall in a non-equilibrium geometry, with the ωB97M-V functional and the def2-TZVPD basis.

Positions of all 140 atoms, in Å:
1 I 5.04 2.98 1.04
2 S 7.80 0.44 -0.35
3 O -0.58 3.00 6.88
4 O 12.81 -4.30 -3.76
5 O 1.03 1.98 5.90
6 O -1.09 0.64 -0.43
7 O -2.88 -4.18 3.69
8 O 6.56 2.04 -3.09
9 O 14.61 -3.58 -4.69
10 O -4.31 -4.86 5.13
11 O 0.63 0.66 -1.69
12 O -7.21 5.55 -3.96
13 O -5.45 4.37 -3.60
14 O 8.03 0.38 -3.65
15 N 3.99 -0.57 -0.59
16 N -6.07 5.42 -3.58
17 N -8.08 1.41 -0.16
18 N 6.19 0.01 -0.86
19 N -0.57 0.74 -1.52
20 N -3.23 -4.90 4.60
21 N 5.27 -0.08 1.32
22 N 13.45 -3.47 -4.37
23 N -0.14 2.30 6.00
24 C 10.76 -0.92 -4.79
25 C -5.41 8.93 -2.53
26 C -2.80 0.89 3.05
27 C -5.50 -1.49 -0.62
28 C -0.88 1.04 -3.93
29 C -7.78 1.34 -1.48
30 C 5.20 -0.20 -0.04
31 C -8.39 0.36 0.80
32 C -3.08 1.35 -4.83
33 C -0.44 -7.74 6.01
34 C -1.47 0.51 3.01
35 C -8.09 2.71 0.20
36 C 6.02 -0.15 -2.32
37 C -1.89 -2.81 -0.10
38 C -2.40 2.17 5.04
39 C -1.44 0.96 -2.67
40 C -5.97 -0.61 0.53
41 C -3.63 1.28 -3.55
42 C 0.05 -2.68 1.55
43 C -7.45 -0.86 0.85
44 C 4.57 1.05 1.91
45 C -0.59 0.97 3.98
46 C -3.27 1.71 4.06
47 C 2.03 -1.54 0.52
48 C -1.71 -7.68 6.57
49 C 1.07 -2.72 0.41
50 C -1.01 -5.95 4.51
51 C -1.07 1.80 4.98
52 C -3.98 -1.57 -0.72
53 C 13.43 -1.28 -5.50
54 C 3.71 1.79 4.12
55 C -2.26 -5.90 5.08
56 C 6.91 0.86 -3.04
57 C -5.38 6.61 -3.06
58 C 3.42 -1.81 -0.02
59 C -4.07 6.49 -2.65
60 C 12.75 -2.23 -4.77
61 C -2.80 1.08 -2.46
62 C 4.86 1.10 3.41
63 C -3.41 -2.81 -0.08
64 C -4.08 8.84 -2.12
65 C 11.42 0.05 -5.53
66 C -0.09 -6.87 4.98
67 C -6.07 7.80 -3.01
68 C -2.63 -6.75 6.10
69 C -1.71 1.23 -5.02
70 C -7.62 2.59 -1.92
71 C -3.42 7.62 -2.18
72 C 11.42 -2.07 -4.40
73 C 12.76 -0.13 -5.88
74 C -7.81 3.45 -0.85
75 C -1.28 -3.30 1.22
76 H -5.35 -0.87 1.37
77 H 4.02 -2.21 0.77
78 H -8.29 3.05 1.19
79 H 5.76 1.67 3.56
80 H 2.13 -1.29 1.57
81 H 14.46 -1.42 -5.77
82 H -0.74 -5.27 3.71
83 H -7.83 -1.63 0.20
84 H -4.69 1.38 -3.40
85 H -1.27 -4.37 1.26
86 H 0.57 -2.60 -0.53
87 H -3.73 -1.61 -1.77
88 H 1.55 -0.73 0.00
89 H -5.77 0.42 0.28
90 H 0.27 -8.45 6.38
91 H -1.99 -8.35 7.37
92 H 3.51 0.92 1.78
93 H 8.80 0.49 -3.09
94 H -7.71 0.42 -1.99
95 H -2.75 2.82 5.83
96 H 5.02 0.10 -2.60
97 H -1.30 1.29 -6.01
98 H 3.57 2.79 3.74
99 H -3.76 -3.67 -0.64
100 H -4.31 2.01 4.09
101 H 2.81 1.25 3.89
102 H -7.09 7.87 -3.33
103 H 1.60 -3.67 0.37
104 H 0.19 0.95 -4.07
105 H -3.57 9.72 -1.76
106 H 10.91 -2.83 -3.83
107 H 9.73 -0.78 -4.52
108 H -7.74 4.51 -0.89
109 H -1.11 -0.14 2.22
110 H 4.99 0.09 3.78
111 H 6.19 -0.25 1.70
112 H -3.55 5.55 -2.70
113 H 13.27 0.63 -6.45
114 H -3.49 0.53 2.29
115 H 3.33 0.20 -0.51
116 H -3.80 -2.92 0.93
117 H -1.96 -3.00 2.00
118 H -5.92 -1.17 -1.56
119 H -8.41 0.82 1.78
120 H 3.87 1.83 5.17
121 H -0.05 -1.65 1.89
122 H -3.51 -0.68 -0.32
123 H -5.93 9.87 -2.48
124 H 7.57 0.98 0.85
125 H 0.90 -6.92 4.55
126 H 0.48 -3.23 2.38
127 H -7.50 -1.22 1.87
128 H 6.28 -1.16 -2.58
129 H -5.88 -2.49 -0.42
130 H -1.59 -3.51 -0.87
131 H -3.73 1.49 -5.68
132 H 10.90 0.95 -5.83
133 H -7.38 2.81 -2.93
134 H -2.39 7.55 -1.86
135 H -1.50 -1.83 -0.35
136 H 3.36 -2.58 -0.77
137 H -3.22 1.03 -1.47
138 H -9.39 0.02 0.58
139 H -3.62 -6.70 6.54
140 H 0.45 0.68 3.96

Computed properties:
Frontier orbital gap = 0.217 Eh
HOMO level = -0.34801 Eh
Net charge = +1

=====

Computed, not measured: C3H4IN as an isolated structure in a non-equilibrium geometry, with the ωB97M-V functional and the def2-TZVPD basis.

Positions of all 9 atoms, in Å:
1 I -1.89 1.33 -1.56
2 N -0.27 0.24 -0.92
3 C 0.85 -0.22 0.68
4 C -0.28 -0.85 0.04
5 C 0.73 0.85 -0.17
6 H 1.38 1.75 -0.23
7 H 1.58 -0.43 1.38
8 H -0.41 -1.77 -0.48
9 H -1.69 -0.91 1.27

Computed properties:
Relative energy (zero: lowest compared OMol25 entry of this formula, charge and spin) = 475.82 kJ/mol
Frontier orbital gap = 0.295 Eh
HOMO level = -0.30768 Eh

=====

Computed, not measured: C19H23N5O4PdS2 as an isolated structure in a non-equilibrium geometry, with the ωB97M-V functional and the def2-TZVPD basis.

Positions of all 54 atoms, in Å:
1 Pd 0.78 -0.68 -0.47
2 S -1.77 -0.19 -0.17
3 S 1.60 1.13 -2.06
4 O 0.80 -2.98 -1.00
5 O -1.28 -0.50 -1.50
6 O 2.93 -0.67 -0.19
7 O -1.91 -1.31 0.71
8 N 0.86 0.29 2.14
9 N -0.57 0.76 0.44
10 N -6.27 3.55 -0.67
11 N -1.37 0.78 2.63
12 N 3.62 0.40 -0.47
13 C 0.90 -3.11 1.37
14 C 1.10 0.08 3.42
15 C 1.05 -3.48 -2.31
16 C -0.38 0.64 1.76
17 C -3.18 0.86 -0.30
18 C -5.23 1.75 0.53
19 C 4.85 0.53 0.07
20 C 0.91 -2.33 -3.29
21 C -5.27 2.67 -0.55
22 C 0.10 0.20 4.38
23 C -3.18 1.76 -1.36
24 C -1.14 0.58 3.90
25 C -4.21 2.66 -1.49
26 C -4.19 0.86 0.65
27 C 5.12 2.67 -0.96
28 C 3.90 2.50 -1.57
29 C 5.61 1.65 -0.14
30 C 1.16 -3.85 0.07
31 C 3.13 1.36 -1.31
32 H -4.22 3.35 -2.32
33 H 1.72 -1.61 -3.15
34 H -0.13 -2.74 1.39
35 H 2.11 -0.20 3.69
36 H 0.53 -4.75 0.00
37 H 0.28 -0.01 5.42
38 H -2.38 1.72 -2.07
39 H 1.03 -3.79 2.22
40 H 2.21 -4.14 -0.03
41 H -7.02 3.58 0.00
42 H 2.06 -3.92 -2.36
43 H 1.63 -2.29 1.47
44 H 0.97 -2.70 -4.31
45 H -0.05 -1.84 -3.16
46 H 5.17 -0.30 0.68
47 H 0.31 -4.26 -2.53
48 H 3.51 3.23 -2.27
49 H -6.29 4.20 -1.44
50 H 6.57 1.73 0.33
51 H -6.03 1.76 1.26
52 H -1.99 0.70 4.57
53 H 5.71 3.56 -1.13
54 H -4.16 0.15 1.47

Computed properties:
Relative energy (zero: lowest compared OMol25 entry of this formula, charge and spin) = 163.58 kJ/mol
Frontier orbital gap (alpha / beta) = 0.311 / 0.169 Eh
Multiplicity = 5
HOMO level (alpha / beta) = -0.51404 / -0.51395 Eh
Net charge = +2

=====

Computed, not measured: C45H48MgN8P2S2 as an isolated structure in a non-equilibrium geometry, with the ωB97M-V functional and the def2-TZVPD basis.

Positions of all 106 atoms, in Å:
1 S -2.54 0.33 1.40
2 S -1.72 -0.28 -4.06
3 P 1.59 0.60 0.35
4 P 0.40 -3.18 -0.90
5 Mg -1.29 2.29 -0.16
6 N 2.15 -2.19 0.93
7 N -0.69 3.54 1.48
8 N -3.04 3.38 -1.11
9 N -4.23 3.62 -2.95
10 N -0.09 3.77 -1.18
11 N -4.99 0.61 0.35
12 N -1.81 1.03 -1.90
13 N -3.92 -1.41 -0.14
14 C 4.69 -2.91 3.50
15 C -3.92 -4.79 -0.43
16 C -3.87 4.52 -0.95
17 C 3.10 2.66 -0.92
18 C 2.46 -1.01 0.10
19 C -5.06 6.40 -0.19
20 C 2.77 -2.41 2.16
21 C 2.29 1.15 1.87
22 C 3.06 -6.97 -1.09
23 C 2.60 -2.97 4.54
24 C 3.65 1.15 2.04
25 C -4.09 5.41 0.03
26 C 3.39 1.16 4.45
27 C 2.22 0.92 -2.23
28 C -1.75 -4.29 0.52
29 C 0.59 4.12 1.11
30 C 1.38 -4.77 -1.11
31 C -2.66 1.68 -2.82
32 C 0.79 -2.70 0.82
33 C 3.59 2.59 -3.33
34 C -3.46 -4.34 -1.67
35 C 4.18 -2.51 2.31
36 C -3.99 -0.18 0.49
37 C 1.99 -2.59 3.34
38 C 4.21 1.21 3.27
39 C 2.35 1.51 -0.99
40 C -5.56 5.59 -2.34
41 C 1.08 -5.90 -0.29
42 C 2.80 1.45 -3.37
43 C -4.63 4.64 -2.13
44 C 3.97 -3.21 4.61
45 C 3.66 3.25 -2.06
46 C 1.99 1.23 4.26
47 C -2.77 1.04 -4.00
48 C 2.58 -4.71 -1.85
49 C -3.35 2.91 -2.30
50 C -1.22 0.04 -2.47
51 C 1.90 -7.00 -0.38
52 C -5.76 6.54 -1.35
53 C 0.40 4.80 -0.27
54 C 1.50 1.23 2.97
55 C -2.14 -3.86 -1.80
56 C -3.04 -4.84 0.69
57 C -1.35 -3.76 -0.68
58 C 3.41 -5.91 -1.89
59 H 2.41 -1.24 -0.97
60 H 1.37 3.37 1.06
61 H 4.17 4.19 -2.03
62 H -6.57 7.28 -1.48
63 H 3.79 -7.76 -0.90
64 H -3.40 -5.27 1.65
65 H -4.10 -4.27 -2.55
66 H 4.30 1.08 1.10
67 H -0.01 -2.09 1.23
68 H -0.51 4.26 -1.96
69 H 3.53 -0.84 0.30
70 H -0.49 -0.48 -1.92
71 H -3.58 5.39 1.00
72 H -3.36 1.35 -4.90
73 H 0.94 4.75 1.96
74 H -5.19 7.17 0.61
75 H 1.40 5.17 -0.57
76 H 5.76 -3.01 3.55
77 H 0.43 1.09 2.84
78 H -4.54 3.29 -3.81
79 H 2.81 -3.91 -2.55
80 H 4.09 2.99 -4.19
81 H -1.41 4.23 1.67
82 H 3.83 1.11 5.41
83 H 0.62 3.20 -1.54
84 H -3.06 -1.94 -0.04
85 H 0.87 -2.41 3.34
86 H 3.27 3.07 0.05
87 H -0.53 3.13 2.39
88 H 0.86 -3.56 1.46
89 H 1.36 1.32 5.09
90 H -5.07 1.37 1.03
91 H 2.71 0.92 -4.27
92 H 5.25 1.30 3.37
93 H 0.18 -5.90 0.39
94 H 1.64 -7.88 0.17
95 H 1.68 0.01 -2.31
96 H -1.75 -3.53 -2.76
97 H -4.76 -1.77 -0.52
98 H 1.94 -3.24 5.30
99 H -0.24 5.63 -0.11
100 H 4.44 -3.63 5.44
101 H -4.93 -5.20 -0.31
102 H -5.88 0.19 -0.03
103 H -1.14 -4.09 1.37
104 H 4.30 -5.94 -2.49
105 H -6.07 5.78 -3.29
106 H 4.85 -2.36 1.45

Computed properties:
Relative energy (zero: lowest compared OMol25 entry of this formula, charge and spin) = 217.91 kJ/mol
Frontier orbital gap = 0.245 Eh
HOMO level = -0.42495 Eh
Net charge = +2

=====

Computed, not measured: one molecule with the formula C2H3NO2S2 in a non-equilibrium geometry, with the ωB97M-V functional and the def2-TZVPD basis.

Positions of all 10 atoms, in Å:
1 S -1.37 0.69 -0.51
2 S 0.52 2.75 0.14
3 O -0.75 -1.83 -0.68
4 O -2.86 -1.35 -0.47
5 N -1.69 -1.15 -0.61
6 C 1.31 0.10 0.47
7 C 0.29 1.16 0.12
8 H 1.03 -0.74 -0.31
9 H 2.36 0.54 0.33
10 H 1.16 -0.16 1.53

Computed properties:
SMILES = CC(=S)S[N+](=O)[O-]
Relative energy (zero: lowest compared OMol25 entry of this formula, charge and spin) = 400.95 kJ/mol
Frontier orbital gap = 0.317 Eh
HOMO level = -0.34607 Eh

=====

Computed, not measured: a 2-piece molecular cluster, CH3Cl2N4 overall in a non-equilibrium geometry, with the ωB97M-V functional and the def2-TZVPD basis.

Positions of all 10 atoms, in Å:
1 Cl 0.34 1.73 2.96
2 Cl 2.94 1.14 -0.50
3 N -1.31 2.00 2.64
4 N -0.98 -0.06 0.46
5 N -2.04 1.30 2.02
6 N -0.03 -0.14 -0.23
7 C -1.89 0.14 1.29
8 H 3.34 0.10 -1.11
9 H -2.72 -0.54 1.41
10 H 0.06 0.34 -1.13

Computed properties:
Relative energy (zero: lowest compared OMol25 entry of this formula, charge and spin) = 248.40 kJ/mol
Frontier orbital gap (alpha / beta) = 0.292 / 0.292 Eh
HOMO level (alpha / beta) = -0.54112 / -0.54113 Eh
Net charge = +1